Formula: C9H13NO2
Source: OMol25
Level of theory: the ωB97M-V functional and the def2-TZVPD basis

The SMILES is CC(=O)N[C@@]1(C)C=CC=C[C@H]1O. Its gap between HOMO and LUMO is 9.176 eV.

Cartesian coordinates (Å):
C (3.355, 0.111, 0.952)
C (2.206, 0.232, -0.024)
O (2.210, 1.043, -0.918)
N (1.077, -0.485, 0.263)
C (-0.263, -0.424, -0.328)
C (-0.193, -0.970, -1.719)
C (-1.145, -1.213, 0.524)
C (-2.480, -0.830, 0.668)
C (-3.009, 0.386, 0.099)
C (-2.176, 1.252, -0.406)
C (-0.689, 1.030, -0.391)
O (-0.271, 1.717, 0.808)
H (3.364, 0.919, 1.731)
H (3.257, -0.773, 1.584)
H (4.394, 0.103, 0.547)
H (1.116, -0.998, 1.129)
H (0.417, -0.271, -2.474)
H (-1.256, -1.116, -2.139)
H (0.243, -2.002, -1.753)
H (-0.811, -2.210, 0.868)
H (-3.084, -1.582, 1.102)
H (-4.013, 0.593, 0.092)
H (-2.578, 2.204, -0.793)
H (-0.177, 1.377, -1.340)
H (-0.179, 2.651, 0.593)

***

Formula: C9H13NO2Si
Source: OMol25
Level of theory: the ωB97M-V functional and the def2-TZVPD basis

The SMILES is C[Si](C)(C[N+](=O)[O-])c1ccccc1. Its gap between HOMO and LUMO is 9.705 eV.

Cartesian coordinates (Å):
C (0.527, 2.298, 0.753)
Si (0.629, 0.698, -0.386)
C (1.714, 1.330, -1.780)
C (2.257, -0.514, 0.710)
N (2.477, -0.019, 1.963)
O (1.619, -0.159, 2.832)
O (3.465, 0.609, 2.193)
C (-0.883, -0.433, -0.393)
C (-1.500, -0.923, -1.563)
C (-2.640, -1.703, -1.525)
C (-3.192, -2.078, -0.298)
C (-2.715, -1.506, 0.842)
C (-1.468, -0.816, 0.816)
H (0.441, 3.182, 0.109)
H (-0.114, 2.342, 1.683)
H (1.556, 2.564, 1.123)
H (0.998, 2.140, -2.180)
H (2.645, 1.971, -1.521)
H (1.899, 0.653, -2.668)
H (1.701, -1.429, 0.770)
H (3.155, -0.555, 0.114)
H (-1.010, -0.524, -2.468)
H (-3.127, -2.178, -2.409)
H (-4.164, -2.622, -0.387)
H (-3.178, -1.638, 1.856)
H (-1.093, -0.690, 1.814)

***

Formula: C9H13NO3
Source: OMol25
Level of theory: the ωB97M-V functional and the def2-TZVPD basis

The SMILES is O=C1C=CC(=O)O1.CN1CCCC1. Its gap between HOMO and LUMO is 7.735 eV.

Cartesian coordinates (Å):
O (4.650, -1.135, -1.546)
C (3.555, -0.629, -1.594)
C (2.206, -1.192, -1.574)
C (1.308, -0.193, -1.500)
C (2.057, 1.073, -1.364)
O (1.679, 2.171, -1.013)
O (3.397, 0.782, -1.631)
H (2.003, -2.247, -1.642)
H (0.227, -0.224, -1.561)
C (0.729, 0.136, 1.392)
N (-0.389, 0.091, 0.481)
C (-1.206, -1.125, 0.614)
C (-2.681, -0.703, 0.511)
C (-2.699, 0.839, 0.466)
C (-1.230, 1.299, 0.523)
H (1.302, 1.058, 1.245)
H (0.350, 0.089, 2.433)
H (1.399, -0.708, 1.197)
H (-0.919, -1.825, -0.180)
H (-1.005, -1.623, 1.576)
H (-3.165, -1.164, -0.355)
H (-3.196, -1.047, 1.415)
H (-3.211, 1.254, -0.408)
H (-3.190, 1.223, 1.367)
H (-1.038, 1.854, 1.459)
H (-0.935, 1.948, -0.312)

***

Formula: C9H14
Source: OMol25
Level of theory: the ωB97M-V functional and the def2-TZVPD basis

The spin multiplicity is 2. As for the expectation value of S²: 0.758. Its gap between HOMO and LUMO (spin up / spin down) is 2.743 / 7.237 eV. The total charge is -1.

Cartesian coordinates (Å):
C (0.699, 0.354, 2.992)
C (0.690, 1.469, 1.964)
H (1.610, -0.263, 2.936)
H (0.451, 0.716, 3.990)
H (-0.113, -0.370, 2.863)
H (1.158, 1.197, 1.004)
H (1.098, 2.380, 2.441)
H (-0.324, 1.750, 1.686)
C (-1.679, -1.334, 0.229)
C (-0.548, 0.109, -3.064)
C (-1.292, -0.452, -2.040)
C (0.846, 0.120, -2.861)
C (-0.717, -0.836, -0.816)
C (1.397, 0.007, -1.563)
C (0.635, -0.479, -0.532)
H (-0.939, 0.318, -4.056)
H (-2.371, -0.557, -2.224)
H (1.538, 0.349, -3.666)
H (2.398, 0.402, -1.386)
H (-1.149, -1.564, 1.164)
H (-2.052, -2.295, -0.121)
H (1.056, -0.453, 0.459)
H (-2.392, -0.569, 0.603)

***

Formula: C9H14
Source: OMol25
Level of theory: the ωB97M-V functional and the def2-TZVPD basis

The spin multiplicity is 2. As for the expectation value of S²: 0.754. Its gap between HOMO and LUMO (spin up / spin down) is 2.934 / 8.276 eV. The total charge is -1.

Cartesian coordinates (Å):
C (-2.581, -1.093, 0.436)
C (-1.125, -0.711, 0.773)
C (-0.801, 0.522, 1.319)
C (-0.139, -1.738, 0.825)
C (0.473, 0.734, 1.727)
C (1.161, -1.551, 1.165)
C (1.433, -0.290, 1.645)
H (-2.897, -0.904, -0.538)
H (-3.433, -0.602, 1.107)
H (-1.647, 1.300, 1.242)
H (-0.349, -2.745, 0.451)
H (0.684, 1.697, 2.218)
H (1.940, -2.276, 1.095)
H (2.537, -0.206, 1.846)
H (-2.712, -2.253, 0.480)
C (0.997, 0.729, -2.510)
C (0.794, 1.828, -1.451)
H (1.600, -0.236, -2.033)
H (-0.005, 0.365, -2.969)
H (1.561, 1.064, -3.258)
H (0.564, 2.741, -1.869)
H (1.699, 2.130, -1.059)
H (0.245, 1.493, -0.642)

***

Formula: C9H14
Source: OMol25
Level of theory: the ωB97M-V functional and the def2-TZVPD basis

The SMILES is Cc1ccccc1.CC. Its gap between HOMO and LUMO is 9.815 eV.

Cartesian coordinates (Å):
C (-1.928, -0.294, -0.619)
C (-0.609, 0.037, -1.248)
C (-0.598, 0.034, -2.669)
C (0.531, 0.307, -3.396)
C (1.638, 0.791, -2.660)
C (1.729, 0.582, -1.297)
C (0.573, 0.230, -0.579)
H (-1.801, -0.942, 0.253)
H (-2.694, -0.578, -1.335)
H (-2.424, 0.544, -0.107)
H (-1.388, -0.592, -3.076)
H (0.728, 0.114, -4.441)
H (2.421, 1.358, -3.144)
H (2.751, 0.618, -0.945)
H (0.658, 0.295, 0.496)
C (0.862, -0.426, 2.970)
C (-0.666, -0.149, 3.151)
H (0.940, -1.402, 3.452)
H (0.935, -0.571, 1.907)
H (1.412, 0.274, 3.584)
H (-0.818, 0.871, 2.873)
H (-0.987, -0.198, 4.179)
H (-1.266, -0.903, 2.649)

***

Formula: C9H14
Source: OMol25
Level of theory: the ωB97M-V functional and the def2-TZVPD basis

The SMILES is Cc1ccccc1.CC. Its gap between HOMO and LUMO is 9.951 eV.

Cartesian coordinates (Å):
C (0.360, -0.668, 2.416)
C (0.411, -0.771, 0.924)
C (0.036, -1.977, 0.292)
C (0.622, -2.277, -0.925)
C (1.312, -1.329, -1.677)
C (1.444, -0.052, -1.170)
C (1.096, 0.157, 0.160)
H (0.949, -1.424, 2.929)
H (-0.634, -0.610, 2.859)
H (0.838, 0.262, 2.736)
H (-0.750, -2.655, 0.583)
H (0.363, -3.238, -1.357)
H (1.588, -1.533, -2.703)
H (1.863, 0.761, -1.732)
H (1.317, 1.077, 0.693)
C (-2.174, 2.364, 0.428)
C (-1.976, 3.180, -0.865)
H (-2.513, 1.339, 0.208)
H (-1.225, 2.041, 0.868)
H (-2.944, 2.756, 1.060)
H (-1.208, 3.946, -0.784)
H (-2.900, 3.659, -1.042)
H (-1.718, 2.496, -1.663)

***

Formula: C9H14
Source: OMol25
Level of theory: the ωB97M-V functional and the def2-TZVPD basis

Its gap between HOMO and LUMO (spin up / spin down) is 8.567 / 8.683 eV.

Cartesian coordinates (Å):
C (-2.099, -1.581, 0.346)
C (-3.257, -0.810, -0.161)
C (1.004, 0.091, 0.185)
C (-1.372, -0.306, 0.274)
C (-2.438, 0.475, -0.005)
C (2.270, -0.244, 0.100)
C (-2.684, 1.871, -0.471)
C (3.302, 0.846, 0.342)
C (2.703, -1.458, -0.652)
H (-2.216, -1.929, 1.495)
H (-1.730, -2.370, -0.384)
H (-3.460, -1.012, -1.234)
H (-4.180, -1.005, 0.404)
H (0.590, 0.870, 0.773)
H (-2.008, 2.141, -1.409)
H (-2.434, 2.690, 0.399)
H (-3.720, 1.915, -0.783)
H (3.935, 0.933, -0.588)
H (4.057, 0.672, 1.150)
H (2.722, 1.688, 0.658)
H (2.142, -2.313, -0.492)
H (3.804, -1.575, -0.206)
H (2.890, -1.324, -1.774)

***

Formula: C9H14
Source: OMol25
Level of theory: the ωB97M-V functional and the def2-TZVPD basis

The SMILES is Cc1ccccc1.CC. Its gap between HOMO and LUMO is 10.083 eV.

Cartesian coordinates (Å):
C (-2.168, -1.648, 0.423)
C (-0.654, -1.701, 0.517)
C (-0.043, -2.115, 1.725)
C (1.305, -1.968, 1.947)
C (2.123, -1.404, 0.963)
C (1.575, -1.202, -0.287)
C (0.175, -1.261, -0.484)
H (-2.576, -1.687, 1.425)
H (-2.588, -2.419, -0.218)
H (-2.409, -0.663, 0.017)
H (-0.725, -2.514, 2.466)
H (1.695, -2.300, 2.899)
H (3.167, -1.208, 1.162)
H (2.116, -0.787, -1.130)
H (-0.184, -0.862, -1.426)
C (0.000, 3.472, -1.824)
C (-0.214, 2.443, -0.689)
H (0.658, 4.310, -1.590)
H (0.455, 2.965, -2.672)
H (-0.950, 3.933, -2.087)
H (-1.269, 2.229, -0.543)
H (0.343, 1.525, -0.839)
H (0.168, 2.861, 0.245)

***

Formula: C9H14
Source: OMol25
Level of theory: the ωB97M-V functional and the def2-TZVPD basis

The SMILES is Cc1ccccc1.CC. Its gap between HOMO and LUMO is 10.035 eV.

Cartesian coordinates (Å):
C (3.083, -0.198, -0.920)
C (1.895, -0.758, -0.198)
C (1.899, -0.825, 1.193)
C (0.797, -1.293, 1.881)
C (-0.341, -1.676, 1.186)
C (-0.355, -1.667, -0.206)
C (0.765, -1.189, -0.877)
H (4.014, -0.599, -0.520)
H (3.114, 0.880, -0.789)
H (3.036, -0.394, -1.990)
H (2.765, -0.516, 1.757)
H (0.796, -1.392, 2.959)
H (-1.166, -2.113, 1.737)
H (-1.221, -2.059, -0.715)
H (0.745, -1.122, -1.955)
C (-2.754, 1.217, -0.007)
C (-2.214, 2.496, -0.672)
H (-3.135, 0.459, -0.682)
H (-1.993, 0.830, 0.658)
H (-3.531, 1.494, 0.717)
H (-2.627, 2.623, -1.670)
H (-2.434, 3.379, -0.085)
H (-1.138, 2.423, -0.801)

***

| no. | E_tot (eV) |
| --- | --- |
| 1 | -15127.53335 |
| 2 | -23002.61770 |
| 3 | -17175.39244 |
| 4 | -9557.99457 |
| 5 | -9556.98063 |
| 6 | -9558.62574 |
| 7 | -9559.27860 |
| 8 | -9552.30647 |
| 9 | -9559.73473 |
| 10 | -9559.95139 |